The following is a quantum chemistry calculation of a cluster of 15 separate species, C58H102BF4N15 in total at a distorted geometry, from the OMol25 dataset.

Summary:
E_tot: -3516.9706 hartree
charge: 0
E_HOMO: -9.4 eV
relative energy (zero: lowest compared OMol25 entry of this formula, charge and spin): 0.000 eV

Structure (XYZ):
```
180
Properties=species:S:1:pos:R:3:mulliken_charge:R:1
C 13.03593 13.52401 21.85926 0.459
C 12.73621 14.00553 20.43971 0.044
N 12.49415 12.82074 19.62340 2.275
C 11.34351 12.04436 19.83485 -1.482
C 11.15669 11.28056 18.70355 -1.550
N 12.12618 11.63368 17.79209 1.398
C 12.95859 12.49270 18.41529 -1.207
C 12.16036 10.93007 16.53136 -1.080
H 13.16492 14.37569 22.49738 -0.214
H 13.94508 12.94470 21.91444 -0.074
H 12.27903 12.81310 22.36126 -0.252
H 13.61773 14.46748 20.07233 -0.279
H 11.82228 14.62478 20.39062 -0.460
H 10.83051 12.03492 20.79856 0.752
H 10.44537 10.57907 18.33666 0.887
H 13.71638 12.97106 17.80083 0.572
H 13.16600 10.89968 16.14767 0.065
H 11.48312 11.40520 15.85562 0.417
H 11.91916 9.85469 16.76368 0.170
B 9.21770 15.14359 21.90024 -0.054
F 9.63745 15.93017 20.73881 -0.315
F 9.87025 15.62815 22.98163 -0.084
F 7.82292 15.20956 22.12516 -0.324
F 9.75178 13.84962 21.65621 -0.161
C 12.84206 3.99475 16.17910 -1.514
C 13.12253 5.45273 16.45312 -0.056
C 12.33703 6.35912 15.50880 0.306
C 10.88320 5.97891 15.72284 0.094
N 9.86527 5.65025 16.10363 -0.601
H 11.78139 3.75989 16.15218 0.387
H 13.19712 3.45395 17.01656 0.404
H 13.30503 3.48229 15.36862 0.357
H 14.18356 5.61192 16.34165 0.437
H 12.85211 5.70980 17.48391 0.015
H 12.57793 6.07202 14.51008 0.245
H 12.53633 7.44667 15.64341 -0.107
C 11.37478 7.46124 22.19360 -0.538
C 10.18828 6.70169 21.54021 -0.889
C 10.48916 6.04603 20.15044 -0.816
C 10.70121 7.12340 19.14552 0.058
N 10.77905 8.01620 18.42678 -0.099
H 11.66239 8.28693 21.55156 -0.036
H 12.20086 6.77970 22.44442 0.365
H 11.03727 7.89570 23.15114 0.307
H 9.39255 7.40819 21.35074 0.315
H 9.92758 5.95415 22.19925 0.502
H 9.89134 5.28027 19.68128 0.483
H 11.47622 5.55443 20.13313 0.321
C 11.57439 7.49050 11.50884 -1.400
C 11.03786 8.83675 11.81319 0.467
C 12.08501 9.95068 11.84700 -0.591
C 13.09250 9.80538 12.86582 0.184
N 13.79264 9.64612 13.77923 -0.334
H 10.81018 6.72187 11.70202 0.384
H 12.48129 7.19364 12.06520 0.236
H 11.81502 7.35832 10.46489 0.389
H 10.52513 8.79165 12.72844 -0.421
H 10.25697 9.11052 11.12105 0.329
H 11.65944 10.95743 11.95590 0.383
H 12.62515 10.07953 10.84677 0.410
C 8.78691 15.02707 25.95143 -1.551
C 10.14586 14.42207 25.66114 0.002
C 11.27015 15.46290 25.64221 -0.411
C 12.57037 14.90055 25.35698 0.290
N 13.63598 14.49869 25.22461 -0.437
H 8.87327 15.59692 26.90738 0.446
H 7.98506 14.23377 26.09933 0.330
H 8.50241 15.79990 25.23730 0.274
H 10.03709 13.86741 24.76086 -0.124
H 10.38748 13.68035 26.46699 0.596
H 11.34668 15.85926 26.66702 0.515
H 11.00920 16.30331 25.07554 0.131
C 6.74448 12.91827 18.05685 -1.439
C 7.58244 13.29467 19.30165 0.737
C 7.08357 12.52129 20.52431 0.049
C 7.12685 11.02964 20.42272 0.094
N 7.29731 9.87559 20.40973 -0.593
H 7.12202 13.46971 17.19136 0.421
H 5.68811 13.19451 18.17713 0.390
H 6.82154 11.83606 17.79312 0.169
H 7.53994 14.34634 19.48544 0.407
H 8.63518 13.03900 19.09738 -0.549
H 6.05911 12.77802 20.64488 0.602
H 7.62464 12.80724 21.39264 -0.273
C 15.45588 16.32137 17.49787 -0.492
C 16.79917 16.60863 18.32599 -0.824
C 17.30751 15.28038 18.85774 1.128
C 18.07901 14.54623 17.89567 0.157
N 18.75893 14.09054 17.10479 -0.557
H 15.15830 17.19764 16.91821 0.439
H 14.70412 16.00772 18.19211 -0.135
H 15.64632 15.44796 16.84198 0.189
H 16.57215 17.26222 19.18710 0.327
H 17.55865 17.18995 17.77723 0.401
H 16.47458 14.68440 19.18772 -0.964
H 17.96713 15.48519 19.69848 0.360
C 7.56270 8.03298 14.32892 -0.970
C 6.95500 9.18986 15.12230 -0.634
C 8.05162 10.02421 15.74920 0.429
C 9.11808 10.40422 14.75295 0.336
N 10.05497 10.67582 14.14043 -0.548
H 7.87610 8.24772 13.33268 0.278
H 6.92025 7.17129 14.30748 0.427
H 8.47056 7.68094 14.82553 0.067
H 6.30398 8.80253 15.93362 0.345
H 6.30090 9.89381 14.56100 0.383
H 8.58686 9.52870 16.49980 0.231
H 7.66501 10.98079 16.15041 -0.297
C 11.96992 18.17895 17.25553 -0.938
C 10.47649 17.93653 17.15153 -0.868
C 9.91615 16.75428 18.02496 0.055
C 10.51060 15.44037 17.72551 0.371
N 10.93630 14.46224 17.29838 -0.480
H 12.20706 18.42996 18.29143 0.198
H 12.24823 19.06936 16.64199 0.413
H 12.59766 17.38545 16.88949 0.238
H 10.25436 17.56585 16.16389 0.359
H 9.87690 18.80654 17.38451 0.404
H 8.83338 16.77585 17.78714 0.393
H 9.97844 17.02226 19.09636 -0.034
C 14.14074 18.25129 24.25416 -1.086
C 12.70843 18.45125 23.71525 -0.811
C 12.23830 17.39363 22.74118 1.661
C 13.11856 17.20872 21.61297 -0.111
N 13.79033 17.03582 20.68346 -0.458
H 14.27342 18.92884 25.06411 0.483
H 14.98019 18.38811 23.59980 0.363
H 14.31538 17.26200 24.71206 0.095
H 12.54292 19.44061 23.24432 0.381
H 12.03266 18.44123 24.55631 0.386
H 11.27924 17.62116 22.31413 0.368
H 12.17512 16.34787 23.07070 -1.147
C 16.42790 14.99352 22.92047 -0.175
C 17.14069 15.03768 24.23862 -0.737
C 17.21681 13.62299 24.95836 -0.115
C 17.78469 12.58959 24.06868 0.204
N 18.18631 11.90232 23.25940 -0.545
H 16.94243 14.48142 22.07475 0.327
H 16.09863 15.98423 22.48929 0.229
H 15.46555 14.44798 22.98158 -0.352
H 16.67097 15.69203 24.94468 0.296
H 18.14750 15.41022 24.06590 0.458
H 16.12921 13.38773 25.14665 -0.044
H 17.84448 13.79423 25.80183 0.505
C 14.29148 9.21739 24.20024 -1.110
C 14.22597 10.78968 24.09275 0.531
C 12.92599 11.31672 24.68566 1.331
C 11.69041 10.62894 24.28721 0.032
N 10.66795 10.09532 24.10904 -0.691
H 14.41420 8.86410 25.25340 0.372
H 15.13503 8.86056 23.61856 0.445
H 13.31189 8.82034 23.86095 0.023
H 14.36540 11.00362 23.05257 -0.412
H 15.00511 11.28477 24.62526 0.012
H 12.78966 12.33036 24.34062 -1.210
H 12.89053 11.30630 25.76694 0.692
C 17.16893 9.75299 14.62630 -0.748
C 17.69139 11.03700 14.05543 -0.666
C 17.80042 12.20819 15.05603 -0.838
C 16.56753 12.27946 15.78185 0.270
N 15.55707 12.56890 16.24124 -0.213
H 17.87589 9.31450 15.34676 0.264
H 17.11376 9.03965 13.79793 0.379
H 16.18427 9.91656 14.97219 0.032
H 17.01545 11.38020 13.24763 0.304
H 18.62850 10.84603 13.58059 0.386
H 17.96050 13.16779 14.59446 0.412
H 18.65839 12.04481 15.66689 0.395
C 14.06704 9.02612 19.65948 -0.056
C 14.99644 9.36374 18.45274 0.535
C 16.26658 10.18354 18.84789 -0.909
C 15.96214 11.49587 19.40798 -0.047
N 15.60429 12.50964 19.86479 0.026
H 13.86733 9.97272 20.23830 -0.326
H 14.49864 8.29261 20.34013 0.644
H 13.12028 8.57640 19.32830 -0.393
H 14.53254 9.88600 17.67650 -0.636
H 15.38214 8.40992 18.05568 0.533
H 16.99042 10.23164 18.04471 0.226
H 16.76056 9.61803 19.68475 0.490
```